Entry 1:
Formula: C7H11N
Source: the Open Molecules 2025 dataset
Level of theory: ωB97M-V with the def2-TZVPD basis set

```
19
Properties=species:S:1:pos:R:3:forces:R:3:mulliken_charge:R:1
H 0.4424 2.2758 -1.0997 4.27 1.47 -3.68 0.486
H -1.7382 2.1812 -2.3791 0.70 -1.13 1.84 0.274
C 0.2263 -1.5203 -1.5806 -0.38 -1.45 -0.05 -1.595
C 0.5474 -1.5441 1.0001 0.20 -0.41 -4.11 -0.815
H 0.4378 -0.8512 -2.3582 0.76 1.13 -1.19 0.441
C -1.5210 1.4618 -1.4675 0.53 0.63 -2.85 -0.959
H 0.8705 -2.4397 -1.7721 -0.52 1.25 0.83 0.320
N 0.6308 -0.6785 1.9774 -0.62 1.40 0.68 0.057
H -2.3113 1.6254 -0.7788 -1.20 -0.60 0.29 0.283
H 0.4403 1.4918 2.1187 -0.32 -1.04 -0.08 0.304
H -0.3187 2.6462 0.1187 -1.14 -1.67 -0.60 0.292
C 0.1300 0.5649 0.0707 1.19 -2.69 5.30 0.498
C 0.2834 0.5541 1.5486 0.60 2.42 -2.52 -0.926
H -0.7837 -1.8441 -1.8773 -0.03 -0.06 0.56 0.349
H -1.4753 0.4066 -1.9570 -0.29 1.85 1.26 0.225
H 0.7618 -2.5934 1.2223 -0.16 0.43 -0.57 0.368
C 0.3023 -0.8080 -0.2536 0.26 -2.24 1.82 0.892
C -0.2498 1.7606 -0.6433 -3.77 0.40 2.34 -0.680
H 0.9470 -0.9628 2.8746 -0.07 0.30 0.74 0.187
```
Forces are in eV/Å.

* SMILES string: CCc1c[nH]cc1C
* LUMO: 1.0 eV
* HOMO: -0.278 Eh
* energy above the lowest of the compared OMol25 structures with the same formula, charge and spin: 52.0 kcal per mole
* orbital gap: 8.6 eV



Entry 2:
Formula: C53H49Cl2F10N4O6S3
Source: the Open Molecules 2025 dataset
Level of theory: ωB97M-V with the def2-TZVPD basis set

```
127
Properties=species:S:1:pos:R:3:forces:R:3:mulliken_charge:R:1
H -7.3473 -6.0216 4.1789 0.07 0.10 0.04 0.376
F 5.6098 -2.9101 -3.6330 -0.81 0.11 -0.14 -0.386
H 3.4586 -1.3185 0.8321 -1.08 1.00 -1.17 0.593
C -3.2717 0.3455 3.6883 0.00 0.17 -0.31 -0.639
C 5.0964 5.1688 -1.8919 0.15 -0.19 0.02 -0.627
H 6.0973 4.7564 -1.8354 -0.06 0.00 0.01 0.380
C -7.2560 0.0085 -2.0607 0.37 -0.26 -0.50 0.316
C 8.6250 -4.0859 -1.9906 -0.03 0.32 -0.04 -0.390
Cl 1.8978 3.0376 4.6351 -0.14 -0.58 -1.09 -0.230
F -4.5663 -1.8634 5.5843 0.18 0.24 0.08 -0.335
H -5.4385 0.6413 -1.1229 -0.08 -0.04 0.00 0.511
C -9.0588 -0.6182 4.8418 -0.20 0.88 -0.23 0.320
O 0.5060 1.3493 -1.1357 -1.25 -2.70 -4.03 -0.518
C -5.0799 -0.3954 -2.9826 -0.40 -0.09 -0.11 0.237
C 3.5947 7.0128 -2.2830 -0.03 0.00 0.00 -0.517
C -7.8518 -0.6289 -3.1380 -0.14 -0.01 -0.01 -0.504
C -5.8783 0.1337 -1.9737 0.12 0.09 0.17 -0.528
H 9.3763 4.3566 2.4401 -0.08 -0.10 -0.04 0.384
C -6.5861 -3.0748 5.6790 0.35 0.04 0.21 -0.235
C 7.4890 -1.6980 -2.8677 -0.31 0.12 -0.08 -0.085
C -3.3958 1.4661 1.5530 0.03 -0.14 0.22 -0.622
H 9.2618 -0.7509 -2.1043 -0.09 -0.09 -0.05 0.399
C -6.7666 -5.1529 4.4729 0.00 0.00 0.02 -0.521
C -5.6673 -1.0332 -4.0715 0.04 -0.02 -0.04 -0.663
C 2.6371 -1.4726 -5.8663 1.92 -3.12 -3.97 0.205
C 2.8660 -0.5841 0.1577 0.90 -0.45 1.02 -0.383
F -0.8825 0.8547 -4.8325 0.20 0.73 3.78 -0.206
H -0.1270 -3.6886 -3.8099 0.18 0.85 1.71 0.443
H -3.6949 -3.7623 4.0465 -0.05 0.00 0.04 0.357
H 1.4974 6.5867 -2.0495 0.10 -0.08 0.02 0.387
H -4.1659 2.2784 3.3891 0.07 -0.09 -0.06 0.482
H 3.9883 1.0434 1.3029 -1.89 -0.49 -0.54 0.305
H 9.0707 -5.0160 -1.6547 -0.10 0.09 -0.05 0.382
F -0.6739 2.7600 -3.6197 0.10 -4.21 0.62 -0.161
C -5.2860 -2.9401 5.2206 -0.62 -0.86 -0.22 0.381
C -8.1842 1.5309 4.2370 -0.31 -0.12 0.06 -0.452
O 3.1256 -2.1688 -6.7986 -2.37 3.15 4.40 -0.471
O 0.9401 3.7519 1.9384 1.62 -3.15 2.02 -0.550
H 1.4648 -4.0013 -0.6384 -0.52 0.33 -1.13 0.147
F -2.0598 1.1621 -2.8127 3.75 -0.07 -1.97 -0.094
H 7.2428 2.0723 -0.5085 -0.03 0.01 0.05 0.474
C -0.2802 -1.8501 -2.2687 0.53 -5.33 -0.13 -0.408
H 2.7748 1.6484 0.0735 0.11 -1.21 1.41 -0.281
H -3.4739 0.3299 4.7536 0.02 -0.08 -0.14 0.489
H -7.5094 -1.6420 -5.0030 0.02 0.05 0.12 0.375
H -8.3541 -4.2960 5.6443 0.14 0.05 -0.03 0.385
C 8.2748 2.6627 3.1748 -0.03 0.05 -0.36 -0.498
S 0.9468 -4.5458 -1.8075 -0.14 0.57 -0.18 -0.169
H -9.6475 3.0743 3.9177 0.02 -0.12 0.03 0.379
H -3.9999 -0.3102 -2.9194 -0.14 0.05 0.01 0.125
C 2.7138 4.8522 -1.6849 -0.20 -0.21 0.04 -0.136
N 1.6378 -2.5887 -3.7343 1.87 0.42 2.65 0.046
C -5.4561 -5.0103 4.0222 -0.19 0.18 0.16 -0.434
H 0.4762 -1.3234 -5.0148 1.34 -0.47 -0.56 0.163
H -5.0155 -5.7673 3.3821 -0.02 0.11 0.06 0.365
C 9.3023 -2.8827 -1.8122 0.00 0.04 -0.01 -0.556
C -3.6585 1.4417 2.9197 0.00 -0.04 0.03 -0.847
F -8.0254 0.5129 -1.0864 -0.02 0.03 0.05 -0.296
C -4.7133 -3.8947 4.3938 0.18 0.07 -0.06 -0.419
H 3.4326 8.0546 -2.5402 0.03 -0.13 0.04 0.378
H 4.8062 -0.6899 -0.9324 -1.82 0.32 -0.66 0.542
N 3.3426 -1.4513 -2.2762 -3.10 0.68 -0.23 0.836
O 3.3638 3.4197 2.1516 -3.41 -2.67 1.73 -0.517
F 6.2800 0.3705 1.1965 -0.29 -0.37 -0.16 -0.318
C 4.0042 4.3586 -1.6281 -0.15 1.13 -0.26 0.328
F -8.8532 -1.9064 5.1637 -0.49 0.16 -0.09 -0.158
C 7.3749 -4.0952 -2.6006 -0.29 -0.15 -0.11 -0.547
H 7.0344 -0.7787 -3.2209 0.04 -0.03 -0.04 0.526
H -3.7009 2.3183 0.9549 0.07 -0.10 0.04 0.472
H 2.1020 0.4511 2.9515 -0.75 0.88 -1.25 0.516
H 0.9847 -2.9465 -5.7340 0.88 1.49 1.02 0.450
H 1.8814 4.1899 -1.4749 0.04 0.03 0.05 0.531
H -5.0447 -1.4427 -4.8612 -0.08 0.03 0.07 0.388
C 2.9258 0.8443 0.8911 -0.07 0.93 -0.95 0.015
C -7.0532 -1.1480 -4.1519 0.23 0.13 0.22 -0.409
C -7.3324 -4.1854 5.2981 0.38 -0.19 -0.13 -0.453
O 1.8565 1.4727 -3.1291 -3.66 -3.77 0.22 -0.555
C 8.3589 3.3210 0.8539 -0.04 -0.13 0.27 -0.540
C 2.5054 6.1883 -2.0094 0.37 0.00 -0.04 -0.679
C 6.8224 -2.9015 -3.0350 1.48 0.00 0.71 0.276
C -10.5666 1.2054 4.4529 0.35 -0.03 -0.02 -0.445
H -6.9674 -0.2076 4.6353 -0.05 -0.02 -0.03 0.491
H 5.7367 7.1452 -2.4439 -0.08 -0.10 0.05 0.383
H -11.1873 -0.7913 4.9903 0.08 0.01 0.00 0.413
S 0.6554 0.7561 -2.5291 5.43 6.59 5.47 1.177
O -1.4585 -1.6971 -3.1011 -2.12 -0.53 1.11 -0.201
C 7.5350 2.2511 0.5201 -0.12 -0.15 -0.14 -0.089
C 2.1134 -1.5915 -2.7231 -1.13 -1.11 -2.84 -1.530
H 4.0716 -2.0748 -2.6862 -0.47 0.35 0.01 0.242
N -3.2093 -3.5784 -2.6411 3.55 4.61 -0.44 -0.428
H 6.8294 -5.0215 -2.7399 0.03 0.05 -0.04 0.425
H -2.3253 -1.5949 3.6667 -0.03 0.05 -0.03 0.564
S 1.9957 2.8760 2.5503 1.84 5.12 -3.56 1.085
Cl 3.4369 0.1311 -5.5499 -1.20 -1.51 0.25 -0.093
C -2.3658 -0.6923 1.7262 -0.56 0.89 0.54 0.291
H 8.7111 3.9956 0.0806 -0.04 -0.10 0.07 0.380
C 8.7344 -1.6878 -2.2475 -0.04 -0.32 0.05 -0.507
C -9.4808 2.0338 4.1782 -0.03 0.04 -0.01 -0.584
C 7.4419 1.5991 2.8429 -0.13 -0.20 0.05 -0.490
H 7.0709 0.9229 3.6046 0.02 0.02 -0.06 0.423
H -0.6038 -2.2871 -1.2508 0.62 1.79 -1.06 0.209
C 3.7059 -0.4570 -1.2135 1.68 0.80 1.66 -0.691
C -7.9707 0.1987 4.5762 0.18 -0.14 0.02 -0.168
H -7.3399 2.1764 4.0187 -0.07 -0.09 0.04 0.383
C -2.7407 0.3953 0.9540 0.11 -0.13 -0.20 0.194
H 1.8234 -1.0345 0.0478 1.27 0.97 -0.03 0.062
C 7.0831 1.4037 1.5189 0.75 0.96 0.30 0.403
C 0.4489 -3.1521 -2.9734 1.25 -0.23 -0.82 -0.055
H -8.9312 -0.7160 -3.1792 0.07 0.04 0.04 0.425
C -0.8182 1.3425 -3.5011 -3.98 2.76 -2.45 0.405
C 8.7302 3.5245 2.1797 0.01 0.01 0.04 -0.534
C 4.8895 6.5034 -2.2267 -0.31 -0.10 0.04 -0.478
F 4.1960 3.0637 -1.3122 0.14 -0.49 0.07 0.007
H -2.5196 0.4001 -0.1076 -0.02 0.00 0.02 0.502
H -7.0061 -2.3171 6.3274 0.15 -0.10 -0.02 0.562
N 0.8542 -0.9200 -2.3485 -0.26 1.20 -0.22 1.172
C 1.3556 -2.0512 -5.1016 -1.01 0.30 -0.20 0.037
H -11.5761 1.6001 4.4103 0.10 -0.08 0.00 0.363
C -2.6262 -0.7301 3.0866 0.15 -0.22 0.01 -0.613
H 10.2757 -2.8746 -1.3325 -0.12 0.00 -0.07 0.393
C -10.3546 -0.1297 4.7814 -0.10 -0.13 0.05 -0.547
H 3.7264 0.6381 -1.5757 -0.43 -1.86 0.03 0.068
C -2.4551 -2.6468 -2.7661 -0.47 -2.05 -0.45 0.339
H 8.5682 2.8205 4.2070 -0.07 -0.04 -0.11 0.387
C 1.8200 1.0705 2.0287 0.91 -0.49 0.37 -0.446
F -1.7356 -1.7322 1.1422 0.26 -0.30 -0.27 -0.333
H 0.7379 0.9464 1.6895 1.50 0.19 0.51 0.118
```
Forces are in eV/Å.

* LUMO: -5.3 eV
* HOMO: -0.384 Eh
* orbital gap: 5.1 eV
* charge: +1



Entry 3:
Formula: C5H8Br2N3
Source: the Open Molecules 2025 dataset
Level of theory: ωB97M-V with the def2-TZVPD basis set

```
18
Properties=species:S:1:pos:R:3:forces:R:3:mulliken_charge:R:1
C -0.1053 0.8460 0.9102 0.16 -0.87 0.81 -0.538
H -0.2217 -2.4482 -0.7505 1.96 1.91 0.79 0.422
H 1.4485 -2.6001 -0.7785 -0.34 0.83 -0.37 0.197
C 2.1512 0.9541 0.1956 3.38 0.35 -3.04 0.080
H 2.9652 0.4807 -0.5488 -1.63 0.90 2.19 0.240
C 1.1491 3.0062 1.0676 -0.49 -2.50 -0.41 -0.209
Br 3.6846 -3.4894 -0.2464 -1.33 0.79 0.00 -0.260
H 1.9901 -1.4381 0.7784 -1.81 0.32 0.65 0.267
N 1.0470 0.2230 0.4863 -2.65 2.47 1.11 0.193
N 0.9442 -1.1568 0.7057 3.43 -1.51 -1.66 -0.347
H 4.8773 -4.1543 -0.1891 1.40 -0.78 0.04 0.292
H 0.7072 -1.1583 -1.3893 0.22 0.18 -0.63 0.364
H 1.2295 4.0248 1.3153 0.02 1.06 0.45 0.507
N 0.7200 -1.8631 -0.6672 -2.05 -2.16 0.55 -0.207
H -0.7903 2.4699 1.9555 0.03 0.79 -0.38 0.415
C 0.0483 2.1942 1.3265 0.09 0.16 -0.19 -0.212
Br 3.7004 3.4059 -0.3972 -1.57 -1.29 0.88 -0.121
C 2.1828 2.3437 0.3737 1.18 -0.64 -0.79 -0.083
```
Forces are in eV/Å.

* LUMO: -4.2 eV
* HOMO: -0.435 Eh
* energy above the lowest of the compared OMol25 structures with the same formula, charge and spin: 113.5 kcal per mole
* orbital gap: 7.6 eV
* charge: +1



Entry 4:
Formula: C2HBrClF
Source: the Open Molecules 2025 dataset
Level of theory: ωB97M-V with the def2-TZVPD basis set

```
6
Properties=species:S:1:pos:R:3:forces:R:3:mulliken_charge:R:1
Br 1.8873 0.0125 1.1002 0.02 0.08 -0.64 -0.013
C 1.0531 0.9013 -0.3216 0.11 -0.23 1.16 -0.206
F -1.3547 -1.8688 0.5184 -0.23 0.17 0.46 -0.108
H 0.8011 1.9242 -0.0438 0.37 0.12 -0.55 0.286
Cl -0.6910 0.2028 -0.7098 0.79 2.58 0.21 0.083
C -1.6959 -1.1719 -0.5434 -1.05 -2.73 -0.63 -0.042
```
Forces are in eV/Å.

* LUMO (spin up / spin down): -0.3 / -2.0 eV
* 2S+1: 3
* HOMO (spin up / spin down): -0.267 / -0.361 Eh
* energy above the lowest of the compared OMol25 structures with the same formula, charge and spin: 75.7 kcal per mole
* orbital gap (spin up / spin down): 6.9 / 7.8 eV



Question: What is the formula in the second record?
Answer: C53H49Cl2F10N4O6S3